Arrangement i

DFT (ωB97M-V/def2-TZVPD) results for the molecule C4H7NO.

```
! wB97M-V def2-TZVPD RIJCOSX def2/J DEFGRID3
* xyz 0 1
O -1.3311 1.2184 1.0077
C -1.0341 0.0458 0.3142
C -0.4422 0.1824 -1.1333
C 0.8335 -0.4723 -0.6217
N 1.2956 0.3681 0.4973
C 0.2629 -0.6572 0.7302
H -0.4776 1.6754 1.0887
H -1.9181 -0.5954 0.3484
H -0.3349 1.2072 -1.4999
H -0.9821 -0.4263 -1.8638
H 1.5299 -1.1056 -1.1614
H 2.1857 0.0035 0.8310
H 0.4126 -1.4440 1.4628
*
```

Summary:
SMILES string = O[C@H]1C[C@H]2N[C@@H]12

***

Arrangement ii

DFT (ωB97M-V/def2-TZVPD) results for the molecule C4H7NO.

```
! wB97M-V def2-TZVPD RIJCOSX def2/J DEFGRID3
* xyz 0 1
N -1.3842 1.8653 1.1586
C -1.3160 0.7864 0.7445
C -1.1578 -0.5803 0.2347
C 0.1206 -0.7829 -0.6181
C 1.1643 0.3248 -0.4673
O 1.5245 0.5372 0.8808
H -1.1467 -1.2402 1.1071
H -2.0552 -0.8286 -0.3395
H 0.5685 -1.7357 -0.3211
H -0.1468 -0.8699 -1.6770
H 2.0711 0.0324 -1.0081
H 0.7949 1.2515 -0.9267
H 0.9626 1.2400 1.2323
*
```

Summary:
SMILES string = N#CCCCO

***

The most stable arrangement is arrangement ii, and the next structure is 0.0548 hartree less stable.

***

Arrangement i

DFT (ωB97M-V/def2-TZVPD) results for the molecule C4H7NO.

```
! wB97M-V def2-TZVPD RIJCOSX def2/J DEFGRID3
* xyz 0 1
C -1.3458 -0.5490 0.4383
C -0.3370 -0.0133 -0.7315
C 0.5464 1.2377 -0.3711
C 1.3554 0.1958 0.4204
O 2.1535 0.1931 1.3192
N 0.7899 -0.8159 -0.3040
H -2.1982 -1.0627 0.0055
H -0.9386 -1.2846 1.1924
H -1.6169 0.2992 1.0628
H -0.4591 -0.1002 -1.8381
H 1.1902 1.5911 -1.1974
H 0.1381 2.1126 0.1373
H 0.7220 -1.8036 -0.1336
*
```

Summary:
SMILES string = C[C@H]1CC(=O)N1

***

Arrangement ii

DFT (ωB97M-V/def2-TZVPD) results for a structure of composition C4H7NO.

```
! wB97M-V def2-TZVPD RIJCOSX def2/J DEFGRID3
* xyz 0 1
C -1.8173 -0.0875 0.0235
C -0.3176 -0.2450 0.2542
N 0.8126 -0.8843 -0.5761
C 1.7498 0.1747 -0.0759
C 0.4860 0.9892 -0.0933
O 0.1654 1.9909 -0.6699
H -2.4207 -0.9966 0.0719
H -2.0537 0.4758 -0.8803
H -2.1430 0.5506 0.8598
H -0.1574 -0.5845 1.2841
H 1.0801 -1.8114 -0.2517
H 2.5750 0.5262 -0.6977
H 2.0818 -0.0092 0.9586
*
```

***

The most stable arrangement is arrangement i, and the next structure is 0.0095 hartree less stable.